ORCA calculation (ωB97M-V with the def2-TZVPD basis set) on a molecular structure, C24H50N2O2OsP2 in a non-equilibrium geometry.

ORCA input file:
```
! wB97M-V def2-TZVPD RIJCOSX def2/J DEFGRID3
* xyz 4 5
Os -0.9259 -0.3822 0.4670
C -1.5362 1.0119 -0.8755
O -1.8187 1.7816 -1.7118
C 0.8992 -1.0773 1.0352
O 1.9953 -1.4521 1.2110
P -0.4434 -1.6551 -1.4705
C 0.8304 -1.7167 -2.8664
H 0.5352 -2.5733 -3.4866
C -0.3084 -3.4227 -0.8318
H 0.5805 -3.3471 -0.1675
C -2.0044 -1.6269 -2.5219
H -1.9042 -0.6697 -3.0536
C -1.8201 2.4017 1.8582
P -0.1687 1.5288 1.6369
H 0.8684 3.5734 2.3608
H -2.0031 2.8652 0.8736
C 0.2131 1.0970 3.4345
H -0.2451 1.9234 3.9979
C -1.5014 -3.7737 0.0417
H -2.3951 -4.0173 -0.5566
H -1.7405 -2.9439 0.7351
H -1.2626 -4.6661 0.6439
C 0.0034 -4.5496 -1.8211
H 0.0557 -5.4976 -1.2582
H 0.9654 -4.4196 -2.3338
H -0.7532 -4.6456 -2.6041
C -2.1699 -2.6906 -3.6124
H -1.3046 -2.7694 -4.2800
H -3.0302 -2.4029 -4.2344
H -2.3973 -3.6769 -3.1956
C -3.2333 -1.5447 -1.6197
H -4.0407 -1.0457 -2.1830
H -3.0257 -0.9439 -0.7035
H -3.5861 -2.5394 -1.3125
C 0.7952 -0.4633 -3.7250
H -0.1353 -0.3806 -4.3065
H 1.6142 -0.5040 -4.4528
H 0.9458 0.4192 -3.0794
C 2.2226 -1.9583 -2.3160
H 2.5169 -1.0555 -1.7550
H 2.9144 -2.1544 -3.1500
H 2.2944 -2.8592 -1.6916
C -1.8600 3.5214 2.9072
H -1.0597 4.2597 2.7774
H -1.8103 3.1249 3.9265
H -2.8218 4.0405 2.7983
C -2.8934 1.3495 2.0868
H -2.9577 1.0586 3.1437
C 2.3713 2.7698 1.0350
H -2.7156 0.4345 1.4553
H -3.8657 1.7959 1.8113
C 0.3408 4.0246 0.3264
H 2.4995 2.3178 0.0507
H 2.9326 3.7168 0.9580
H 2.8216 2.0624 1.7507
C 0.9140 3.0750 1.3749
H 1.0929 4.7944 0.1119
H -0.6057 4.4924 0.6386
H 0.1795 3.5097 -0.6316
C 1.7117 1.0542 3.7407
H 2.2148 0.3257 3.0861
H 1.8281 0.7327 4.7844
H 2.1957 2.0297 3.6287
C -0.4443 -0.2313 3.8036
H -1.5245 -0.2536 3.6149
H -0.2663 -0.4036 4.8727
H 0.0341 -1.0502 3.2414
H 1.5277 1.4322 -1.1316
H 1.5383 0.7999 -1.4677
C 6.9148 0.8015 -0.8184
N 5.6374 1.0223 -1.3942
C 5.2641 1.7392 -2.5453
C 3.8971 1.6876 -2.6184
N 3.4615 0.9368 -1.5449
C 4.4504 0.5858 -0.8046
H 7.5212 0.2142 -1.5770
H 7.4399 1.8008 -0.6696
H 6.8257 0.3241 0.0887
H 5.9710 2.2072 -3.2031
H 3.1860 2.0328 -3.3328
H 4.3957 -0.0028 0.1263
*
```

Summary:
Kohn-Sham gap (alpha / beta): 7.348 / 5.144 eV
E_tot: -53771.1050 eV
HOMO energy (alpha / beta): -20.96 / -21.38 eV
Energy relative to the best compared isomer or geometry (same formula, charge and spin): 206.2 kJ/mol